[1]
{
  "formula": "HN2O3P",
  "method": "the ωB97M-V functional and the def2-TZVPD basis",
  "spin_multiplicity": 1,
  "total_charge": -2,
  "total_energy_ha": -677.26010,
  "fmax_ev_per_a": 4.80,
  "homo_ev": 1.395,
  "symbols": ["N", "N", "O", "O", "O", "P", "H"],
  "coordinates": [[1.855345, 1.370583, 1.201319], [1.218625, 0.565460, 0.746037], [-4.459940, 1.600262, 1.067870], [-3.353985, 0.369153, 3.059165], [-2.000639, 1.990204, 1.565402], [-3.252802, 1.303842, 1.914411], [9.993396, -7.199505, -9.554204]],
  "forces_ev_per_angstrom": [[-2.75, -3.43, -1.93], [2.70, 3.43, 1.94], [0.60, -0.36, 0.66], [0.12, -0.05, 0.07], [0.97, 0.20, 0.08], [-1.67, 0.22, -0.80], [0.03, -0.02, -0.02]]
}

[2]
{
  "formula": "C28H44N8OReSSi2",
  "method": "the ωB97M-V functional and the def2-TZVPD basis",
  "spin_multiplicity": 2,
  "total_charge": 2,
  "s_squared": 0.762,
  "total_energy_ha": -2661.51237,
  "fmax_ev_per_a": 1.29,
  "homo_ev": [-13.685, -13.557],
  "symbols": ["Re", "C", "Si", "C", "C", "C", "C", "C", "C", "C", "Si", "C", "C", "H", "H", "H", "H", "H", "H", "H", "H", "H", "H", "H", "H", "H", "H", "H", "H", "N", "C", "C", "C", "C", "N", "H", "H", "H", "H", "H", "H", "H", "H", "H", "H", "H", "H", "N", "C", "C", "N", "C", "C", "H", "H", "H", "H", "H", "H", "H", "H", "H", "H", "H", "S", "C", "N", "C", "C", "C", "C", "C", "C", "H", "H", "H", "H", "H", "O", "N", "C", "C", "N", "C", "N"],
  "coordinates": [[-0.003713, 0.375854, 0.537889], [-2.599844, 2.634200, 1.284860], [-0.774924, 2.454701, 1.739425], [0.057212, 4.090809, 1.334729], [-0.582492, 2.263505, 3.594729], [-1.181134, 3.133253, 4.510558], [-1.026701, 2.934053, 5.873456], [-0.262257, 1.867894, 6.340895], [0.353083, 1.012679, 5.440592], [0.197844, 1.207238, 4.065187], [1.053590, 0.198187, 2.748713], [0.645733, -1.657096, 2.746315], [2.874028, 0.475594, 3.080371], [-2.944399, 3.604649, 1.653508], [-3.219355, 1.867095, 1.748479], [-2.793123, 2.629170, 0.207798], [-0.422724, 4.814527, 2.002398], [-0.090135, 4.466769, 0.324913], [1.121743, 4.108493, 1.571488], [-1.784788, 3.968016, 4.169298], [-1.500513, 3.606369, 6.576602], [-0.141539, 1.714923, 7.405271], [0.960987, 0.198044, 5.822481], [0.658291, -1.930660, 3.806541], [1.424592, -2.227796, 2.236643], [-0.329663, -1.955575, 2.353258], [3.041204, 0.205620, 4.128269], [3.131012, 1.532382, 2.986749], [3.568932, -0.121732, 2.489100], [1.999871, 0.014010, -0.322099], [3.179704, 0.935026, -0.234153], [2.814818, 2.348869, -0.636282], [2.119020, 2.451307, -1.998467], [0.630614, 2.709720, -1.893242], [-0.150007, 1.582379, -1.262475], [2.330686, -0.897759, -0.010918], [1.769826, -0.128693, -1.317896], [3.961780, 0.528621, -0.878723], [3.539927, 0.925430, 0.787309], [3.726628, 2.945365, -0.617638], [2.163428, 2.763884, 0.139545], [2.290366, 1.559140, -2.607228], [2.530649, 3.276361, -2.580375], [0.199151, 2.855924, -2.883296], [0.448093, 3.601315, -1.304102], [-0.064504, 0.798927, -1.939429], [-1.117497, 1.904252, -1.286126], [-0.333479, -5.808813, -1.906514], [0.442579, -5.454376, -0.668096], [-0.174840, -4.214060, -0.027041], [-0.288507, -3.077891, -0.932826], [-1.012625, -3.449239, -2.146348], [-0.411409, -4.645115, -2.868417], [-1.281160, -6.089555, -1.643189], [0.086186, -6.616241, -2.370645], [1.466245, -5.272769, -0.994625], [0.429132, -6.316421, -0.003099], [0.422395, -3.948913, 0.844736], [-1.175610, -4.458892, 0.345114], [0.630759, -2.735013, -1.198164], [-1.007767, -2.608172, -2.833558], [-2.051019, -3.670196, -1.871929], [0.605714, -4.443470, -3.199288], [-0.995595, -4.956253, -3.730546], [-4.021235, -1.440560, -0.411732], [-2.525403, -0.653412, -0.446074], [-1.989336, -0.343895, 0.716087], [-2.816906, -0.783470, 1.764451], [-2.600058, -0.604109, 3.130429], [-3.545769, -1.087415, 4.008047], [-4.703415, -1.733589, 3.554506], [-4.940336, -1.900483, 2.208182], [-3.980781, -1.416165, 1.320090], [-2.037503, -0.440331, -1.390716], [-1.732464, -0.072656, 3.491147], [-3.397009, -0.951469, 5.070983], [-5.428788, -2.093135, 4.271427], [-5.843888, -2.375877, 1.851282], [0.513610, -0.776284, -2.696981], [0.575424, 0.029975, -3.724358], [0.444419, -0.490133, -4.904613], [0.493798, 0.379518, -6.041119], [0.526879, 1.075798, -6.953565], [0.239196, -1.899110, -5.077484], [0.075834, -3.032752, -5.171174]],
  "forces_ev_per_angstrom": [[0.66, -0.45, -0.05], [0.08, 0.06, -0.04], [0.09, -0.17, 0.16], [-0.01, -0.06, -0.03], [-0.20, 0.12, -0.04], [-0.05, -0.02, 0.03], [0.04, -0.05, 0.01], [-0.03, 0.04, -0.04], [0.06, 0.04, 0.03], [0.02, -0.31, 0.07], [0.00, 1.29, 0.05], [-0.08, 0.02, -0.66], [0.03, -0.38, -0.03], [0.01, -0.01, 0.01], [0.00, 0.01, 0.00], [0.02, -0.01, 0.01], [0.02, -0.03, 0.03], [-0.02, 0.00, -0.01], [0.00, -0.02, -0.01], [0.01, -0.01, -0.01], [0.00, 0.00, 0.00], [-0.01, 0.00, 0.00], [0.00, 0.01, -0.01], [-0.07, 0.07, 0.01], [0.01, -0.02, 0.08], [-0.01, -0.04, 0.03], [-0.01, 0.04, 0.00], [-0.03, -0.01, -0.02], [0.00, 0.00, 0.03], [0.04, -0.01, 0.13], [-0.07, 0.03, -0.13], [-0.11, -0.04, 0.08], [-0.02, -0.06, -0.02], [0.05, -0.06, 0.17], [-0.30, -0.02, 0.12], [-0.02, 0.04, 0.09], [-0.04, -0.07, 0.04], [0.02, 0.06, -0.04], [0.04, -0.03, -0.04], [0.02, -0.02, -0.03], [0.01, 0.04, -0.01], [0.03, 0.02, -0.02], [0.02, 0.02, 0.05], [0.03, -0.02, -0.02], [0.00, 0.05, 0.01], [-0.10, 0.10, 0.13], [0.03, -0.05, -0.04], [-0.06, -0.03, 0.02], [-0.02, -0.02, -0.04], [0.02, -0.03, -0.02], [0.09, -0.13, 0.05], [-0.09, -0.03, 0.04], [0.04, -0.02, 0.08], [0.02, -0.01, -0.01], [0.01, 0.03, 0.01], [0.01, 0.01, 0.01], [0.00, 0.01, 0.02], [0.01, 0.01, -0.01], [0.00, 0.00, 0.00], [-0.05, 0.08, -0.08], [-0.01, -0.02, 0.02], [0.00, 0.02, 0.00], [-0.02, -0.01, 0.00], [-0.01, 0.02, 0.00], [0.03, 0.00, -0.02], [0.00, 0.02, 0.02], [-0.12, -0.10, -0.29], [-0.01, 0.12, 0.06], [-0.04, -0.02, -0.04], [0.02, 0.01, 0.03], [-0.03, -0.01, 0.02], [0.01, 0.02, -0.04], [0.03, 0.01, 0.03], [0.00, -0.01, 0.02], [0.02, 0.01, 0.00], [0.00, 0.00, -0.01], [0.00, 0.00, 0.00], [0.01, -0.01, 0.00], [-0.06, -0.10, 0.15], [-0.07, 0.05, -0.03], [0.04, 0.04, 0.01], [0.00, 0.00, -0.05], [0.00, -0.01, 0.03], [0.09, -0.06, -0.06], [-0.02, 0.08, -0.03]]
}

[3]
{
  "formula": "C28H23NO16",
  "method": "the ωB97M-V functional and the def2-TZVPD basis",
  "smiles": "O=C1C=C(O)C(=O)C=C1O.O=C1C=C(O)C(=O)C=C1O.O=C1C=C(O)C(=O)C=C1O.O=C1C=C(O)C(=O)C=C1O.CCCC#N",
  "spin_multiplicity": 1,
  "total_charge": 0,
  "total_energy_ha": -2339.29685,
  "fmax_ev_per_a": 4.39,
  "homo_ev": -9.402,
  "symbols": ["C", "C", "C", "O", "C", "C", "C", "O", "O", "O", "H", "H", "H", "H", "C", "C", "C", "O", "C", "C", "C", "O", "O", "O", "H", "H", "H", "H", "C", "C", "C", "O", "C", "C", "C", "O", "O", "O", "H", "H", "H", "H", "C", "C", "C", "O", "C", "C", "C", "O", "O", "O", "H", "H", "H", "H", "C", "C", "C", "C", "N", "H", "H", "H", "H", "H", "H", "H"],
  "coordinates": [[2.418054, -0.566480, -4.923225], [1.349761, -1.378737, -4.630904], [-0.019016, -0.880192, -4.932075], [-0.962658, -1.603699, -4.668762], [-0.181161, 0.403243, -5.620177], [0.836998, 1.194823, -5.735838], [2.241850, 0.807035, -5.371794], [3.171560, 1.568274, -5.554472], [0.771855, 2.436300, -6.243318], [1.404759, -2.651849, -4.233277], [3.446216, -0.844364, -4.792985], [-1.188970, 0.610144, -5.967172], [1.611626, 2.937138, -6.209989], [0.516677, -3.023441, -4.389271], [0.437571, 0.995730, 1.403914], [1.351804, 0.386250, 2.171820], [2.820645, 0.545305, 1.912990], [3.614517, -0.004114, 2.666037], [3.229250, 1.285895, 0.710678], [2.310635, 1.807612, -0.096744], [0.872170, 1.785333, 0.303492], [0.063013, 2.341323, -0.423941], [2.617978, 2.306540, -1.266972], [1.036654, -0.429548, 3.174688], [-0.636908, 0.797132, 1.461634], [4.276724, 1.391215, 0.417639], [1.714089, 2.513079, -1.612759], [1.942473, -0.672672, 3.592936], [5.725831, -0.675509, 7.159697], [4.760935, -0.520595, 6.282173], [3.467867, -1.225875, 6.287382], [2.808911, -1.060214, 5.268326], [3.120030, -2.059939, 7.464264], [4.069279, -2.204946, 8.413476], [5.455671, -1.517262, 8.248049], [6.176920, -1.793456, 9.163898], [3.926828, -2.746546, 9.615415], [4.841398, 0.318336, 5.295435], [6.645900, -0.118862, 7.011883], [2.146635, -2.541085, 7.538363], [4.868597, -2.900438, 9.946289], [4.077627, 0.170590, 4.634026], [-4.046416, -1.450047, -1.395920], [-5.303311, -1.856522, -1.524692], [-6.323854, -1.857763, -0.385515], [-7.427627, -2.233963, -0.718913], [-5.926434, -1.424836, 0.965793], [-4.754128, -0.806567, 1.034214], [-3.689221, -0.850934, -0.131200], [-2.614535, -0.339496, 0.085549], [-4.149185, -0.363728, 2.112549], [-5.732191, -2.417262, -2.704781], [-3.339061, -1.601175, -2.216918], [-6.654697, -1.653221, 1.747283], [-3.188819, -0.042341, 1.903416], [-6.547552, -2.808768, -2.480836], [-4.293690, 1.463531, -3.419989], [-2.792213, 1.435364, -3.476163], [-2.218740, 2.845421, -3.214428], [-0.738506, 2.881660, -3.128937], [0.392331, 2.915590, -3.199214], [-4.720323, 0.476590, -3.424635], [-4.731904, 2.024210, -4.178643], [-4.513162, 1.856409, -2.427129], [-2.366183, 1.038231, -4.422476], [-2.389228, 0.768882, -2.666851], [-2.590434, 3.204067, -2.258322], [-2.501528, 3.615168, -3.944076]],
  "forces_ev_per_angstrom": [[-0.75, -1.06, 0.97], [1.56, 0.95, -0.91], [-0.53, 0.34, -0.61], [-0.09, -0.18, 0.06], [-2.15, -2.06, 0.48], [2.68, 3.40, -0.70], [-0.01, -0.89, 0.14], [-0.52, 0.05, 0.01], [-0.79, -0.01, -0.28], [0.30, 0.37, -0.16], [0.23, -0.40, 0.15], [0.30, 0.23, 0.04], [-0.05, -0.88, 0.28], [-0.07, 0.13, 0.34], [-0.33, -0.67, 0.57], [-0.71, -0.38, 0.43], [1.04, 0.63, -0.91], [-0.40, 0.17, 0.02], [0.83, -0.44, 0.95], [0.46, -0.46, 0.66], [-1.03, -0.03, -1.07], [0.37, 0.32, -0.02], [-1.35, 0.41, -0.17], [2.06, 0.01, 0.31], [0.47, 0.24, 0.23], [-0.26, -0.37, 0.40], [0.43, 0.53, -0.91], [-1.70, 0.13, -0.38], [1.29, 0.58, 0.08], [-0.80, 0.81, -1.13], [-1.05, -1.55, 0.67], [-0.56, -0.51, 0.83], [-0.07, 0.09, -0.54], [0.00, 1.36, -0.41], [-1.51, -1.27, 0.60], [1.93, -0.14, 1.28], [0.79, -0.86, -0.53], [-0.23, 0.74, -1.90], [0.02, -0.27, 0.39], [0.17, 0.23, -0.12], [-1.05, 0.67, -0.28], [1.12, 0.00, 1.10], [0.32, -0.06, -0.12], [-0.44, -1.09, -1.16], [0.23, 0.30, -0.42], [-0.30, -0.29, 0.44], [-1.31, -0.56, -1.11], [2.88, -0.56, -0.38], [-0.99, 0.41, -0.42], [0.35, 0.07, 0.51], [1.10, 1.06, 0.82], [2.23, 1.58, 1.38], [-0.06, 0.32, 0.45], [0.47, 0.48, -0.04], [-2.15, -0.83, -0.20], [-2.28, -0.83, 0.23], [0.81, -0.90, 1.77], [1.55, -0.42, -0.07], [0.62, 0.09, 0.32], [-2.38, -0.12, -0.59], [1.82, 0.01, 0.06], [-0.11, -0.53, -0.24], [-0.79, 1.17, -1.24], [-0.54, 0.33, -0.08], [-0.55, 0.27, 0.60], [-0.35, 0.51, -0.65], [-0.08, 0.04, 0.22], [-0.07, -0.38, -0.09]]
}